(1)
36
Properties=species:S:1:pos:R:3:lowdin_charge:R:1 method="wB97M-V/def2-TZVPD" charge=+1 e_lumo_ha=-0.1233 relative_energy_ev=5.013 homo_ev=-11.5
C 2.8943 -2.7342 -0.1898 0.042
C 2.0761 -1.7553 -0.6593 -0.127
C 1.6106 -0.6789 0.2967 -0.229
C 2.8900 0.0093 0.9077 -0.168
C 2.5482 1.4208 1.3359 -0.641
Cl 3.9213 2.0680 2.2806 0.715
N 2.3755 2.2358 0.1045 0.064
C 1.5308 1.5595 -0.9416 -0.021
C 0.7040 0.3985 -0.3626 -0.333
O -0.0541 -0.0408 -1.4384 -0.086
C -1.0050 -1.0532 -1.1034 -0.126
C -2.0924 -0.6332 -0.1095 -0.194
O -3.3600 -0.8018 -0.7154 -0.140
C -4.3952 -0.4876 0.2066 -0.258
C -4.9856 0.9274 0.0125 -0.060
H 2.5947 -3.7779 -0.2064 0.073
H 3.8731 -2.5035 0.2263 0.069
H 1.7458 -1.7656 -1.6942 0.119
H 1.0698 -1.1063 1.1388 0.151
H 3.6976 0.0300 0.1768 0.132
H 3.2072 -0.5611 1.7737 0.124
H 1.6821 1.4721 1.9830 0.129
H 1.9900 3.1430 0.3791 0.186
H 3.2924 2.4557 -0.2959 0.176
H 0.7976 2.2935 -1.2710 0.147
H 2.0916 1.2780 -1.8288 0.154
H 0.1023 0.8504 0.4392 0.145
H -1.5157 -1.3011 -2.0312 0.143
H -0.5354 -1.9783 -0.7613 0.120
H -1.9763 0.3815 0.2896 0.125
H -2.0570 -1.3343 0.7347 0.128
H -4.0917 -0.6073 1.2493 0.110
H -5.2020 -1.2051 0.0593 0.118
H -5.0864 1.3857 0.9973 0.068
H -4.3465 1.5633 -0.5946 0.074
H -5.9918 0.8530 -0.3884 0.070

(2)
57
Properties=species:S:1:pos:R:3:lowdin_charge:R:1 method="wB97M-V/def2-TZVPD" charge=0 e_lumo_ha=-0.0258 relative_energy_ev=3.494 homo_ev=-9.4
O -1.4732 3.3099 -0.8697 -0.026
H -1.8651 3.4829 -1.7257 0.055
H -1.9471 3.8843 -0.2682 0.052
O -3.8739 1.3220 0.1675 -0.043
H -3.4963 1.9529 0.7804 0.030
H -4.3911 0.7334 0.7173 0.022
O 0.2451 -4.4516 3.5993 -0.034
H 0.0428 -5.3738 3.4416 0.054
H -0.2361 -3.9806 2.9190 0.017
O -0.0706 2.8438 -4.6439 -0.027
H -0.1072 3.1694 -5.5433 0.060
H 0.1881 3.6045 -4.1237 0.045
O 0.4392 0.0934 -0.0936 -0.028
H -0.2917 0.1315 0.5233 0.016
H 0.1239 0.5588 -0.8683 0.020
O -0.8129 2.2579 4.6047 -0.035
H -0.7689 2.1651 5.5563 0.042
H -1.2353 3.1055 4.4655 0.036
O 4.6543 1.4515 -1.9284 -0.037
H 4.3909 2.3631 -1.8022 0.005
H 4.5277 1.0444 -1.0714 0.025
O -3.4444 -2.4624 0.9216 -0.031
H -2.9887 -1.7956 1.4354 0.019
H -3.9905 -1.9648 0.3130 -0.019
O 3.5634 4.9757 -2.0736 -0.046
H 3.9163 5.1523 -2.9456 0.036
H 2.7060 4.5826 -2.2368 0.002
O -0.9902 -0.5048 2.8790 -0.044
H -0.9853 0.1822 3.5456 0.015
H -1.4508 -1.2357 3.2911 -0.026
O 1.5199 -2.0635 2.3909 -0.024
H 0.7181 -1.7683 1.9593 0.026
H 1.2531 -2.8347 2.8912 0.018
O 2.9857 -1.4831 -1.3106 -0.048
H 2.0376 -1.3863 -1.4005 0.006
H 3.1729 -1.1926 -0.4180 -0.013
O 1.2683 2.5983 -1.4518 -0.045
H 0.3297 2.6535 -1.2725 -0.006
H 1.6466 2.2483 -0.6451 0.056
O 3.9249 -1.3665 1.7005 -0.063
H 4.5224 -1.8486 2.2721 0.033
H 3.0608 -1.4988 2.0905 -0.037
O -2.4659 -2.3431 4.2380 -0.027
H -2.5815 -3.1336 3.7107 0.051
H -3.1952 -2.3593 4.8577 0.065
O -4.7928 -1.1947 -1.2687 -0.029
H -5.0082 -0.9757 -0.3621 0.007
H -4.8353 -0.3592 -1.7340 0.051
O 2.9055 -0.6792 -5.3051 -0.073
H 2.2761 -0.1153 -4.8556 -0.034
H 2.6721 -1.5660 -5.0304 0.021
O 1.5383 0.9109 -3.5387 -0.059
H 0.8651 1.5546 -3.7592 -0.018
H 1.9111 1.2260 -2.7153 0.005
O -1.7794 -4.7731 0.1773 -0.061
H -2.7149 -4.9251 0.0435 0.024
H -1.6137 -3.9229 -0.2301 0.021

(3)
26
Properties=species:S:1:pos:R:3:lowdin_charge:R:1 method="wB97M-V/def2-TZVPD" charge=+1 e_lumo_ha=-0.1030 relative_energy_ev=1.374 homo_ev=-14.5
C -0.6654 -1.6139 1.0980 -0.021
N -0.0026 -2.0188 -0.1832 -0.025
C 1.4793 -2.0551 0.1098 -0.014
H 0.0733 -1.7221 1.9582 0.117
H -1.0143 -0.5773 1.0988 0.056
H -1.5910 -2.1050 1.3942 0.104
H -0.1603 -1.4238 -1.0382 0.103
H -0.2791 -2.9648 -0.4927 0.184
H 1.8573 -1.2999 -0.5774 0.080
H 1.9627 -2.9964 0.0553 0.092
H 1.7658 -1.6459 1.0960 0.099
H 0.9670 3.7243 -0.6448 0.076
H 0.2060 2.2792 -0.8581 0.035
O 0.9599 2.7725 -0.5204 -0.031
H -1.5150 0.4759 -0.3622 0.005
H -1.7351 0.3268 -1.9517 0.083
O -1.1992 0.0667 -1.1976 -0.073
H 0.6212 2.7373 1.2389 -0.001
H 1.0576 2.2856 2.6683 0.062
O 0.2985 2.5393 2.1382 -0.060
H 0.5738 0.0367 -2.5050 0.036
H 1.3209 -1.0451 -3.4358 0.073
O 1.0391 -0.8019 -2.5514 -0.044
H -2.8319 1.5240 1.0389 0.083
H -1.3087 2.0870 1.4143 0.031
O -1.8800 1.4145 1.0095 -0.051